15
Properties=species:S:1:pos:R:3:forces:R:3 method="wB97M-V/def2-TZVPD" homo_lumo_gap_ev=10.083 homo_ev=-9.18 lumo_energy_ev=0.9 de_lowest_kj_mol=407.9 multiplicity=1 total_charge=0
H 0.4692 -0.2072 -1.9865 -0.3 -0.1 0.1
H -0.9995 1.8313 -1.0882 -0.1 0.0 0.1
O 0.6692 -2.0208 -1.0430 0.0 0.0 0.3
H -1.6522 1.7286 0.5534 0.0 0.0 -0.1
H -0.6852 -1.1019 1.1230 -0.3 -2.8 2.6
O 1.4424 -0.5558 1.1688 -0.5 0.1 -0.1
C -1.3693 1.1393 -0.3244 0.2 0.2 0.0
C -0.2727 0.1711 0.0373 0.5 0.9 -0.1
H -0.0531 0.3606 2.2468 -0.6 -0.8 -0.1
C 0.0438 -0.4149 1.4754 -1.0 1.5 -1.9
H 1.1702 -2.2714 -0.2524 0.0 0.0 -0.1
H -2.2906 0.6841 -0.7297 0.5 -0.1 0.3
C 1.2215 0.2055 -0.0173 1.0 0.5 -0.7
H 1.7998 1.0935 -0.1737 0.8 0.0 -0.3
C 0.5066 -0.6419 -0.9893 -0.1 0.5 -0.2

---

15
Properties=species:S:1:pos:R:3:forces:R:3 method="wB97M-V/def2-TZVPD" homo_lumo_gap_ev="7.267 / 7.268" homo_ev="-6.88 / -6.88" lumo_energy_ev="0.4 / 0.4" de_lowest_kj_mol=473.1 multiplicity=1 total_charge=0
H 2.6816 0.1105 -0.3552 -0.1 -0.1 0.0
N -0.8627 -0.7843 -1.7596 -0.1 0.1 0.1
H -0.3657 -0.2322 -2.4425 -0.1 -0.1 0.1
C 0.5998 0.1193 -0.0117 0.3 -0.1 -0.1
C -0.6862 -0.4432 -0.4482 -0.2 -0.1 0.0
H 1.7010 -1.1388 -1.3185 0.0 0.1 0.1
C 0.6007 1.2268 1.0156 0.0 0.1 0.0
H 0.8352 0.8317 2.0052 0.0 0.1 -0.1
H 1.3477 1.9741 0.7258 -0.1 -0.1 0.1
H -0.3792 1.7018 1.0984 0.1 -0.1 0.0
H -2.3507 -0.6234 2.0553 0.2 -0.1 0.0
C 1.7164 -0.3201 -0.6052 -0.2 0.1 0.1
O -1.6587 -0.6696 0.3262 0.2 0.1 -0.6
H -1.7973 -1.0741 -2.0125 0.1 0.0 0.0
N -1.3819 -0.6784 1.7269 -0.2 0.0 0.4

---

64
Properties=species:S:1:pos:R:3:forces:R:3 method="wB97M-V/def2-TZVPD" homo_lumo_gap_ev=8.001 homo_ev=-7.78 lumo_energy_ev=0.2 de_lowest_kj_mol=33.8 multiplicity=1 total_charge=0
O -23.5487 -12.4919 26.5099 -0.1 -1.0 0.0
O -26.6337 -21.5611 25.0566 1.0 0.6 -0.1
Cl -24.2862 -16.5212 23.5386 -0.3 0.1 0.3
Hg -25.6571 -16.9328 25.8368 1.8 -0.5 0.1
H -29.1823 -17.3255 27.0591 -0.3 0.3 0.3
O -25.8101 -19.0522 24.8825 -0.5 -1.3 -0.5
H -31.6093 -15.4989 23.9553 0.3 0.4 -0.2
H -28.4769 -15.6647 28.8581 -0.4 -0.4 0.1
Cl -23.9558 -17.8565 27.6132 -0.7 0.2 -0.5
H -26.8204 -14.3441 22.8678 0.0 -0.3 -0.1
H -28.4842 -22.3381 25.2702 0.0 0.1 0.0
C -30.7570 -15.7049 24.6012 -0.9 -0.8 0.5
C -27.8631 -14.2830 22.5479 0.5 0.7 0.9
C -21.2757 -14.2997 26.4203 -0.7 -0.3 -0.9
H -20.4177 -14.9343 26.6115 0.1 0.3 0.4
H -22.7167 -12.0577 24.6497 0.1 -0.1 0.2
H -27.1095 -16.6694 29.2417 0.0 -0.4 -0.2
H -23.9641 -12.0055 29.8860 -0.1 0.0 -0.1
H -27.9151 -13.7252 21.6178 -0.2 -0.3 -0.2
H -28.0318 -19.3892 27.4681 0.5 -0.2 -0.3
C -27.9956 -21.5932 24.6427 -0.1 -0.2 0.2
O -27.6054 -18.5320 27.3633 -0.6 -0.2 0.7
C -25.0764 -19.8587 21.9965 0.4 -0.2 -0.2
H -29.5678 -17.7374 21.4564 0.0 0.0 0.1
H -28.4622 -20.6192 24.8061 0.0 0.0 -0.2
H -22.5729 -20.2750 25.8017 -0.2 0.1 0.0
P -23.7199 -13.9447 27.1783 0.7 -0.4 0.5
C -28.8212 -18.4714 21.7782 -0.7 0.4 -0.3
H -21.0765 -13.2397 26.2633 0.5 -0.1 0.3
C -27.8025 -16.4165 28.4338 0.4 1.4 0.6
H -24.3468 -19.2476 22.5267 -0.2 0.3 0.0
O -28.4442 -15.5756 22.4037 -0.4 -0.3 0.2
H -22.3185 -20.7855 24.1544 -0.2 0.2 -0.3
H -23.2309 -19.2348 24.5396 0.1 0.0 -0.2
O -24.5191 -14.9134 26.4356 -0.2 1.1 -0.3
H -28.1710 -18.6202 20.9171 0.1 -0.3 0.3
O -27.6002 -16.3055 24.7476 -0.9 0.3 -0.6
H -24.5262 -20.5007 21.3062 -0.1 0.0 0.0
H -25.7685 -19.2309 21.4401 0.0 0.1 0.1
P -25.6355 -20.4595 24.4683 0.3 0.0 -0.4
H -24.4178 -11.6270 24.8808 0.2 0.2 0.1
O -30.0221 -16.7905 24.0249 1.1 0.0 -0.7
C -23.5071 -12.9483 29.6013 0.3 -0.5 0.0
H -29.1572 -18.0398 28.7049 0.1 0.0 0.1
O -22.2332 -14.4548 27.4750 -0.4 0.6 0.1
H -23.4460 -13.6259 30.4503 -0.1 0.1 0.1
H -29.3636 -19.3651 22.0888 0.3 -0.1 -0.2
H -28.3909 -13.7319 23.3317 -0.1 0.1 -0.2
C -28.5504 -17.6053 27.9088 0.5 0.2 -1.1
H -31.2025 -16.1184 25.5092 0.2 0.2 0.1
H -21.6889 -14.6685 25.4733 -0.1 -0.1 0.1
H -24.0256 -13.2726 24.5723 0.3 -0.4 0.4
H -30.1763 -14.8274 24.8739 0.2 0.0 -0.3
H -28.0676 -21.9343 23.6095 0.0 0.3 0.0
P -28.4846 -16.6111 23.6058 1.0 -1.3 -0.4
C -23.6573 -12.3840 25.0891 -0.7 0.6 -0.8
O -24.2267 -21.0494 24.8582 -0.8 -0.4 -0.1
C -23.0224 -20.2706 24.8081 0.4 0.1 0.6
O -25.8139 -20.7151 22.8836 -0.2 0.2 1.0
O -24.3043 -13.6188 28.6050 0.2 0.2 -0.1
O -28.0643 -17.9908 22.8850 -0.7 1.3 1.0
H -22.4914 -12.8031 29.2388 0.0 0.2 0.0
H -27.3027 -14.7767 27.4757 0.2 0.2 -0.2
O -27.0297 -15.6927 27.4473 -0.6 -0.9 0.4

---

99
Properties=species:S:1:pos:R:3:forces:R:3 method="wB97M-V/def2-TZVPD" homo_lumo_gap_ev="6.632 / 5.022" homo_ev="-4.50 / -4.50" lumo_energy_ev="2.1 / 0.5" de_lowest_kj_mol=22.3 multiplicity=3 total_charge=-1 s2=2.049
C -1.9921 6.0109 -0.0102 0.0 -0.1 0.0
C 1.4910 2.4636 -2.9006 0.0 0.1 0.1
C -1.5850 -2.6976 2.5740 0.0 0.1 0.0
Se -1.0747 0.1231 5.4631 0.0 -0.2 0.0
H -0.1898 -6.1052 -1.1488 0.0 0.0 0.0
H 1.0637 -5.6715 2.9275 0.0 0.0 -0.1
H -1.8115 7.0334 -0.3222 0.0 0.0 0.0
H 2.3028 3.9709 -4.1960 0.0 -0.1 0.1
C -1.4855 -0.2809 -3.0973 0.0 0.0 -0.1
C 3.9749 -0.7032 1.2599 0.1 -0.1 0.0
C 5.2136 1.6090 -4.3147 0.1 0.0 0.1
C -3.4074 1.0727 -3.6258 0.0 0.0 0.0
H 3.5752 -3.5569 -0.5105 0.0 0.0 0.0
H 2.6028 1.7685 0.2148 0.0 0.0 0.1
C -3.2813 5.4910 -0.0392 0.0 0.0 0.0
F -0.6660 -1.7069 2.7593 0.1 0.1 0.0
H 0.0712 5.6053 0.4290 0.0 0.0 0.0
C -5.8791 1.7821 3.1986 0.0 0.0 0.0
C 3.3536 3.8767 -2.3266 0.0 0.0 0.0
Se -0.1893 1.9899 4.3786 0.0 0.2 -0.2
H 4.9773 -0.7908 -1.3970 0.0 0.0 0.1
S -1.7128 -1.8610 -0.0398 0.1 0.2 -0.1
C -2.4628 3.3755 0.7952 -0.1 0.0 0.0
H -3.4720 3.0135 -2.6948 0.0 0.0 0.0
C -2.6797 1.9642 1.1937 0.2 0.0 -0.1
C -1.8488 -3.5264 3.6434 0.2 0.1 0.1
C 1.2115 -1.0987 -1.4875 0.8 0.5 0.0
H 3.4111 0.1281 1.6592 0.0 0.0 0.0
H -7.3507 0.2150 3.1639 0.0 0.0 0.0
C -6.4211 0.5849 2.7453 0.0 0.0 0.0
C 0.2374 -5.5004 -0.3562 0.0 0.0 0.0
Se -3.1759 -0.0986 4.7389 0.1 -0.1 0.1
H -4.1061 6.1052 -0.3815 0.0 0.0 0.0
C 1.5613 1.8477 -1.6517 0.0 0.0 -0.1
C -5.7590 -0.1451 1.7657 0.1 0.1 0.0
C 2.5508 2.2430 -0.7554 0.0 0.1 -0.1
C -2.7557 -4.5505 3.4881 0.0 -0.1 0.1
C -4.0072 1.5113 1.6998 0.1 0.1 0.0
N -1.7053 1.1295 1.1122 -0.9 0.9 0.1
C -1.7005 1.9288 -2.1681 0.1 -0.1 -0.1
H 0.4570 -3.7475 -1.5915 -0.1 0.0 -0.1
C -3.5173 4.1834 0.3635 0.1 0.0 0.0
H -6.1755 -1.0773 1.4027 0.0 0.0 0.0
C 0.9429 -5.2620 1.9303 0.0 0.1 0.0
C -3.0879 -3.8749 1.2146 0.0 0.0 0.0
C -4.5565 0.3164 1.2430 0.0 -0.1 0.0
F -3.0189 -5.3854 4.4991 0.0 0.0 0.1
H -4.2379 3.1604 3.0532 0.0 0.0 0.0
P 1.5160 -1.6092 0.1795 0.5 -0.7 -0.7
H 3.3674 0.7892 -5.0456 0.0 0.1 0.0
H -4.5196 3.7777 0.3236 0.0 0.0 0.0
C 5.3434 -0.7834 1.5056 -0.1 0.0 0.0
C -2.6932 -0.1072 -3.7676 0.0 0.0 0.0
Te 2.3733 -1.5313 -3.1708 -0.2 0.1 0.1
H -4.3626 1.1916 -4.1246 0.0 0.0 0.0
C 1.1580 -3.4026 0.3932 -0.2 0.1 0.2
C -4.6794 2.2441 2.6782 0.0 0.0 -0.1
H -6.3844 2.3500 3.9712 0.0 0.0 0.0
C 3.9971 -0.1303 -3.2019 0.0 0.0 0.2
H 4.2180 3.5450 -0.3869 -0.1 0.0 0.0
C 6.0553 0.7779 -2.3763 -0.1 0.1 -0.2
C 4.0686 -2.7819 0.0621 0.0 0.1 0.1
H 1.7703 -3.3477 2.4509 -0.1 0.0 0.0
H -1.3085 2.7162 -1.5342 -0.1 0.0 0.0
H 4.0460 4.6697 -2.5860 0.0 -0.1 0.0
C -2.9107 2.0949 -2.8235 0.1 0.0 0.0
C -2.1671 -2.8345 1.3258 0.0 0.0 0.0
H 5.3207 2.3145 -5.1353 0.0 0.0 0.0
Mo -0.3262 -0.0333 1.0057 -0.5 -0.8 0.6
C -0.9787 0.7378 -2.3016 -0.1 0.1 0.2
F -3.7076 -4.0882 0.0496 -0.1 0.0 -0.1
H 6.8478 0.8012 -1.6335 0.0 0.0 0.0
P 0.4520 0.4658 -1.1984 -0.1 -0.4 -0.4
F -4.2712 -5.7024 2.1158 0.0 0.0 0.0
H 0.0879 -7.0573 1.1189 0.0 0.0 0.0
C 0.6079 -4.1848 -0.6142 0.0 -0.1 0.1
C 5.0015 -0.1150 -2.2384 0.0 0.1 -0.1
C -0.9373 5.2081 0.4092 0.0 0.0 0.0
Se 1.1449 1.2739 2.5574 0.3 0.0 0.3
C 3.3220 -1.6967 0.5352 0.0 0.0 0.0
H 0.7356 2.1468 -3.6088 0.0 0.0 0.0
H -0.9405 -1.2135 -3.1711 0.0 0.0 0.0
C 2.3744 3.4845 -3.2280 -0.1 0.0 0.0
C 3.4496 3.2457 -1.0922 0.0 0.0 0.0
H -4.0361 -0.2473 0.4773 0.1 0.0 0.0
F -1.2095 -3.3733 4.8058 0.0 0.0 0.0
C -1.1690 3.8993 0.8041 0.1 0.1 0.1
C 6.0708 -1.8699 1.0397 0.0 0.0 0.0
N 6.1792 1.6325 -3.3961 -0.1 -0.1 0.0
C 4.1161 0.7597 -4.2623 0.0 -0.1 0.0
C 5.4294 -2.8711 0.3199 0.0 0.0 -0.1
H -0.3471 3.2692 1.1281 0.0 0.0 0.0
C -3.3838 -4.7117 2.2686 -0.1 -0.1 -0.1
H 5.8345 -0.0057 2.0791 0.0 0.0 0.0
H 7.1343 -1.9426 1.2409 -0.1 0.0 0.0
C 0.3924 -6.0362 0.9165 0.0 0.0 0.0
C 1.3263 -3.9515 1.6660 0.0 -0.1 -0.1
H -3.0845 -0.9053 -4.3877 0.0 0.0 0.0
H 5.9917 -3.7242 -0.0439 0.0 0.1 0.0

---

25
Properties=species:S:1:pos:R:3:forces:R:3 method="wB97M-V/def2-TZVPD" homo_lumo_gap_ev="8.185 / 9.018" homo_ev="-5.92 / -6.87" lumo_energy_ev="2.3 / 2.1" multiplicity=5 total_charge=-1 s2=6.011
C -1.1305 3.0707 -1.9985 0.1 0.0 0.1
O 0.2808 -1.5085 2.8153 -0.1 0.3 -0.2
H 0.9426 3.6652 -2.0822 0.0 0.0 0.0
Cr 0.1244 -0.2538 1.2632 0.0 0.1 0.6
H -1.3712 -2.7939 1.4406 0.0 0.0 0.1
O 3.8332 -2.0267 0.2968 0.1 0.1 0.1
P 0.6130 -2.8941 2.2798 0.0 -0.2 -0.1
H -3.0812 2.1720 -1.6754 0.0 0.0 0.0
O 1.3863 -2.5825 0.8569 0.0 -0.2 0.1
O 2.1363 -0.1870 1.0759 -0.2 0.0 0.0
O -1.8473 -0.5367 0.9790 0.1 -0.1 0.1
O -0.7559 -3.4993 1.6952 -0.1 0.0 0.0
H -1.4644 3.7954 -2.7297 0.0 0.0 0.0
C 0.6090 2.0626 -0.7083 -0.1 0.0 0.0
H 2.1675 -1.9358 -1.7204 0.0 0.1 0.0
C 0.2111 3.0040 -1.6402 -0.1 0.0 0.0
N -0.2667 1.2305 -0.1397 -0.1 0.1 -0.3
P 2.4700 -1.4931 0.3651 0.2 -0.1 -0.4
H 1.6388 1.9371 -0.3993 0.0 0.0 0.0
O 1.3186 -3.8881 3.0834 0.1 0.0 0.1
O 1.8691 -1.2345 -1.1290 0.1 0.0 -0.2
C -2.4561 0.2266 0.1483 -0.3 0.1 0.1
C -1.5592 1.2770 -0.4949 0.2 0.1 -0.1
O -3.6370 0.2026 -0.1581 0.1 0.0 -0.1
C -2.0311 2.1902 -1.4237 0.1 -0.1 0.1

---

The evaluated total energy for the records listed, in turn: -345.64959 -341.82343 -3590.43444 -13519.43531 -2691.85088 Ha.